Entry 1:
Here is a structure of composition C56H50N5O7PS3Ti in a non-equilibrium geometry from the Open Molecules 2025 dataset. Energies are from ωB97M-V with the def2-TZVPD basis set.

The value obtained for the HOMO-LUMO gap (spin up / spin down) is 4.14 / 4.14 eV. The multiplicity is 3. As for the net charge: -2.

Last column: natural (NBO) charge in e.
Atoms and positions in Å:
1 Ti 0.548 0.822 -0.160  1.574
2 O -1.256 -0.861 7.294  -0.694
3 C -0.056 -0.222 7.063  0.774
4 O 0.557 0.199 8.029  -0.614
5 C 0.369 -0.115 5.685  -0.276
6 C -0.217 -0.825 4.615  -0.163
7 C 0.221 -0.674 3.331  -0.279
8 C 1.289 0.195 2.990  0.303
9 C 1.912 0.863 4.081  -0.313
10 C 1.463 0.716 5.363  -0.132
11 N 1.676 0.308 1.695  -0.621
12 C 2.968 0.536 1.406  -0.028
13 C 3.381 0.646 0.079  0.102
14 C 4.729 0.883 -0.306  -0.217
15 C 5.037 1.083 -1.622  -0.186
16 C 4.000 1.042 -2.570  -0.293
17 C 2.721 0.753 -2.145  0.090
18 N 2.399 0.528 -0.875  -0.611
19 H -1.679 -1.054 6.448  0.479
20 H -0.998 -1.556 4.797  0.187
21 H -0.212 -1.274 2.546  0.252
22 H 2.734 1.537 3.881  0.212
23 H 1.940 1.249 6.174  0.223
24 H 3.726 0.558 2.192  0.176
25 H 5.489 0.934 0.460  0.193
26 H 6.053 1.298 -1.935  0.199
27 H 4.176 1.258 -3.610  0.226
28 H 1.904 0.724 -2.864  0.286
29 S -2.258 0.687 -4.820  -0.362
30 C -0.947 0.978 -3.806  -0.516
31 S -1.085 0.400 -2.190  -0.263
32 S 0.414 1.753 -4.418  -0.332
33 C -6.081 3.241 3.260  -0.243
34 O -5.117 2.223 3.294  -0.543
35 C -3.875 2.566 3.827  0.317
36 C -3.691 3.449 4.871  -0.294
37 C -2.406 3.742 5.322  -0.228
38 C -1.314 3.121 4.740  -0.207
39 C -1.489 2.220 3.712  -0.214
40 C -2.769 1.942 3.222  0.108
41 N -2.990 1.045 2.195  -0.624
42 C -2.086 0.729 1.180  0.686
43 N -2.321 -0.499 0.608  -0.591
44 C -1.346 -1.500 0.444  0.134
45 C -0.023 -1.181 0.119  -0.467
46 C 0.860 -2.269 0.147  -0.229
47 C 0.456 -3.559 0.445  -0.226
48 C -0.875 -3.843 0.715  -0.317
49 C -1.784 -2.805 0.727  0.224
50 O -3.130 -2.937 1.073  -0.538
51 C -3.513 -4.099 1.747  -0.238
52 N -1.085 1.509 0.819  -0.690
53 C -1.230 2.877 1.018  0.111
54 C -2.464 3.514 0.849  -0.211
55 C -2.611 4.868 1.089  -0.243
56 C -1.515 5.625 1.454  -0.203
57 C -0.266 5.024 1.578  -0.298
58 C -0.112 3.666 1.366  0.399
59 O 1.069 2.991 1.510  -0.524
60 C 2.253 3.764 1.530  -0.263
61 H -6.864 2.899 2.580  0.191
62 H -5.653 4.176 2.881  0.184
63 H -6.519 3.418 4.250  0.161
64 H -4.538 3.925 5.345  0.206
65 H -2.272 4.454 6.125  0.204
66 H -0.313 3.332 5.090  0.218
67 H -0.641 1.721 3.275  0.244
68 H -3.960 0.789 2.066  0.416
69 H -3.200 -0.915 0.897  0.402
70 H 1.915 -2.092 -0.032  0.211
71 H 1.177 -4.364 0.473  0.207
72 H -1.184 -4.855 0.927  0.204
73 H -4.532 -3.926 2.100  0.182
74 H -2.867 -4.296 2.610  0.172
75 H -3.501 -4.967 1.080  0.170
76 H -3.305 2.927 0.506  0.218
77 H -3.583 5.330 0.974  0.201
78 H -1.612 6.686 1.638  0.200
79 H 0.581 5.636 1.844  0.219
80 H 2.309 4.363 2.447  0.156
81 H 3.076 3.048 1.508  0.200
82 H 2.305 4.406 0.646  0.240
83 C 3.068 -1.284 -7.186  -0.223
84 C 3.802 -1.877 -6.174  -0.258
85 C 3.223 -2.113 -4.941  -0.169
86 C 1.891 -1.788 -4.709  -0.353
87 C 1.160 -1.186 -5.731  -0.177
88 C 1.744 -0.941 -6.959  -0.213
89 P 1.065 -2.013 -3.080  0.941
90 C 2.073 -3.421 -2.458  -0.290
91 C 1.656 -4.743 -2.384  -0.239
92 C 2.450 -5.696 -1.769  -0.172
93 C 3.670 -5.346 -1.216  -0.260
94 C 4.095 -4.027 -1.283  -0.214
95 C 3.297 -3.075 -1.884  -0.229
96 C -0.419 -2.910 -3.691  -0.249
97 C -0.441 -3.692 -4.843  -0.222
98 C -1.625 -4.261 -5.274  -0.240
99 C -2.799 -4.058 -4.564  -0.216
100 C -2.774 -3.307 -3.403  -0.207
101 C -1.591 -2.739 -2.966  -0.188
102 H 3.526 -1.082 -8.147  0.190
103 H 4.836 -2.154 -6.341  0.190
104 H 3.808 -2.576 -4.160  0.201
105 H 0.126 -0.919 -5.571  0.256
106 H 1.165 -0.472 -7.739  0.211
107 H 0.697 -5.025 -2.796  0.225
108 H 2.107 -6.721 -1.699  0.190
109 H 4.281 -6.086 -0.714  0.196
110 H 5.037 -3.738 -0.839  0.202
111 H 3.604 -2.036 -1.893  0.226
112 H 0.466 -3.843 -5.414  0.215
113 H -1.640 -4.851 -6.182  0.193
114 H -3.732 -4.469 -4.928  0.192
115 H -3.682 -3.134 -2.844  0.202
116 H -1.573 -2.121 -2.083  0.251
117 C -0.715 4.084 -2.133  -0.728
118 C 0.627 3.651 -1.528  0.852
119 O 1.566 4.443 -1.472  -0.699
120 O 0.675 2.466 -1.065  -0.852
121 H -1.019 5.027 -1.682  0.202
122 H -1.471 3.321 -1.952  0.233
123 H -0.598 4.220 -3.206  0.255


Entry 2:
Here is a cluster of 2 separate species, CH4Cl2OSi in total in a non-equilibrium geometry from the Open Molecules 2025 dataset. Energies are from ωB97M-V with the def2-TZVPD basis set.

The value obtained for the HOMO-LUMO gap is 10.25 eV. The SMILES is C[Si](=O)Cl.Cl. As for the net charge: 0.

Last column: natural (NBO) charge in e.
Atoms and positions in Å:
1 C 1.077 -0.514 0.656  -1.208
2 Si 0.051 -0.364 -0.901  1.918
3 O -1.308 0.262 -1.227  -1.165
4 Cl 1.188 -0.628 -2.496  -0.357
5 H 0.945 -1.263 1.466  0.287
6 H 2.114 -0.669 0.256  0.265
7 H 1.202 0.415 1.242  0.286
8 Cl -3.057 1.725 0.790  -0.310
9 H -2.212 1.036 0.216  0.285


Entry 3:
Here is a cluster of 6 separate species, C32H70N7O5S2 in total in a non-equilibrium geometry from the Open Molecules 2025 dataset. Energies are from ωB97M-V with the def2-TZVPD basis set.

The value obtained for the HOMO-LUMO gap is 3.32 eV. As for the net charge: -1.

Last column: Löwdin charge in e.
Atoms and positions in Å:
1 C 1.931 2.500 1.217  -0.145
2 C 2.193 1.890 -0.317  -0.232
3 C 1.534 0.376 -0.318  -0.176
4 C 2.508 -0.754 -1.073  -0.222
5 N 2.678 -1.879 -0.075  -0.246
6 C 1.562 -2.899 -0.143  -0.166
7 C 0.997 -3.100 1.418  -0.184
8 C -0.215 -2.067 1.809  -0.225
9 C -1.721 -2.793 1.837  -0.338
10 N -2.640 -1.775 2.508  -0.182
11 C -3.614 -1.167 1.523  -0.495
12 C -4.560 -0.111 2.410  -0.143
13 C -2.928 -0.336 0.288  -0.206
14 C -4.008 0.011 -0.942  -0.266
15 C -4.795 1.443 -0.708  -0.171
16 C 4.053 -2.505 -0.118  -0.977
17 S 4.932 -2.936 -1.509  0.557
18 S 4.870 -2.834 1.573  0.736
19 C 5.075 -1.208 2.486  -0.500
20 C 5.170 0.114 1.498  -0.276
21 C 5.465 1.430 2.486  -0.159
22 H 0.785 2.525 1.502  0.086
23 H 2.423 1.709 1.954  0.051
24 H 2.480 3.519 1.402  0.070
25 H 3.332 1.889 -0.613  0.098
26 H 1.517 2.543 -1.025  0.094
27 H 0.497 0.302 -0.856  0.112
28 H 1.467 0.059 0.831  0.104
29 H 2.046 -1.104 -2.117  0.127
30 H 3.543 -0.252 -1.351  0.103
31 H 0.659 -2.372 -0.718  0.137
32 H 1.867 -3.925 -0.628  0.111
33 H 1.917 -2.840 2.131  0.079
34 H 0.707 -4.223 1.631  0.086
35 H -0.332 -1.147 1.090  0.060
36 H 0.022 -1.634 2.889  0.097
37 H -1.592 -3.790 2.464  0.088
38 H -2.031 -3.005 0.713  0.096
39 H -4.367 -1.940 1.039  0.108
40 H -5.603 0.084 1.912  0.041
41 H -3.971 0.873 2.690  0.063
42 H -4.756 -0.687 3.437  0.061
43 H -2.043 -0.911 -0.241  0.080
44 H -2.525 0.710 0.646  0.099
45 H -3.369 0.155 -1.935  0.089
46 H -4.728 -0.897 -1.162  0.098
47 H -5.387 1.701 -1.701  0.059
48 H -5.616 1.357 0.138  0.053
49 H -4.036 2.339 -0.489  0.080
50 H 4.246 -0.976 3.281  0.092
51 H 6.117 -1.280 3.065  0.090
52 H 6.098 0.081 0.761  0.121
53 H 4.156 0.363 0.950  0.079
54 H 6.237 1.147 3.337  0.073
55 H 5.853 2.352 1.839  0.082
56 H 4.487 1.784 3.050  0.066
57 C 1.189 6.632 -0.665  -0.029
58 C 0.143 5.638 -0.244  -0.551
59 O -0.103 4.631 -0.905  0.003
60 N -0.547 5.876 0.908  0.009
61 C -0.413 6.987 1.819  -0.080
62 H 1.649 6.302 -1.601  0.087
63 H 0.731 7.611 -0.831  0.051
64 H 1.969 6.700 0.098  0.080
65 H -1.232 5.160 1.120  0.143
66 H -0.153 6.588 2.803  0.080
67 H -1.380 7.491 1.882  0.083
68 H 0.350 7.699 1.500  0.076
69 C -2.668 2.431 7.013  -0.016
70 C -1.900 3.345 6.101  -0.555
71 O -2.036 4.567 6.136  -0.004
72 N -1.028 2.787 5.213  -0.001
73 C -0.724 1.391 5.013  -0.075
74 H -3.319 3.025 7.660  0.081
75 H -3.292 1.752 6.425  0.088
76 H -1.978 1.864 7.644  0.082
77 H -0.551 3.470 4.636  0.133
78 H 0.346 1.250 5.184  0.078
79 H -0.957 1.139 3.976  0.080
80 H -1.289 0.741 5.682  0.080
81 C 2.082 -7.179 0.361  -0.007
82 C 0.689 -6.995 -0.171  -0.540
83 O 0.017 -5.999 0.088  0.025
84 N 0.167 -7.975 -0.964  -0.003
85 C 0.783 -9.211 -1.384  -0.078
86 H 2.354 -6.315 0.975  0.083
87 H 2.130 -8.074 0.986  0.085
88 H 2.793 -7.251 -0.466  0.086
89 H -0.775 -7.775 -1.280  0.137
90 H 0.813 -9.220 -2.476  0.063
91 H 0.157 -10.036 -1.036  0.085
92 H 1.793 -9.328 -0.989  0.078
93 C -2.180 -8.221 -6.312  -0.016
94 C -0.894 -8.767 -5.759  -0.553
95 O -0.518 -9.915 -5.992  0.012
96 N -0.131 -7.953 -4.976  -0.003
97 C -0.388 -6.587 -4.584  -0.069
98 H -2.673 -8.989 -6.914  0.084
99 H -2.850 -7.940 -5.495  0.086
100 H -1.976 -7.358 -6.952  0.085
101 H 0.718 -8.396 -4.643  0.128
102 H 0.443 -5.972 -4.937  0.088
103 H -0.424 -6.549 -3.493  0.073
104 H -1.325 -6.206 -4.994  0.080
105 C -1.025 7.400 -4.396  -0.002
106 C -0.943 8.413 -3.289  -0.521
107 O -0.852 8.083 -2.109  0.017
108 N -0.971 9.735 -3.622  -0.002
109 C -1.072 10.327 -4.934  -0.086
110 H -0.990 6.393 -3.971  0.092
111 H -1.967 7.513 -4.939  0.086
112 H -0.176 7.517 -5.076  0.086
113 H -0.911 10.352 -2.820  0.142
114 H -0.193 10.957 -5.090  0.081
115 H -1.968 10.953 -4.955  0.082
116 H -1.131 9.579 -5.726  0.076


Entry 4:
Here is a cluster of 2 separate species, C3H9OPS in total in a non-equilibrium geometry from the Open Molecules 2025 dataset. Energies are from ωB97M-V with the def2-TZVPD basis set.

The value obtained for the HOMO-LUMO gap (spin up / spin down) is 7.44 / 7.44 eV. As for the net charge: 0.

Last column: natural (NBO) charge in e.
Atoms and positions in Å:
1 C -0.740 -0.690 1.612  -1.000
2 C -1.695 0.549 -0.854  -1.004
3 C 1.880 0.920 -0.483  -0.694
4 O -0.401 -1.938 -0.842  -1.062
5 P -0.412 -0.620 -0.198  1.716
6 S 3.111 -0.178 0.084  0.026
7 H -0.636 0.302 2.046  0.238
8 H -1.763 -1.054 1.744  0.243
9 H -0.042 -1.384 2.078  0.254
10 H -2.250 0.067 -1.655  0.254
11 H -2.369 0.851 -0.056  0.236
12 H -1.200 1.436 -1.241  0.243
13 H 1.859 1.082 -1.548  0.207
14 H 1.737 1.774 0.159  0.210
15 H 2.922 -1.117 -0.847  0.132


no.,electronic energy (eV)
1,-145579.671
2,-36073.547
3,-76650.425
4,-25426.934